[1]
Formula: C20H25ClN2O2
Source: the OMol25 dataset
Level of theory: wB97M-V/def2-TZVPD

The calculation puts the calculated total energy at -1497.28604 Ha. The spin multiplicity is 1. The HOMO-LUMO gap is 8.62 eV. The energy above the lowest of the compared OMol25 structures with the same formula, charge and spin is 31.57 kcal/mol.

XYZ file:
```
50
Properties=species:S:1:pos:R:3:forces:R:3
C -6.500296 -3.458061 -0.809672 0.01 -0.01 0.06
C -6.271429 -2.084869 -0.251585 -0.17 0.05 0.04
C -5.017375 -1.497829 -0.324927 0.15 0.11 -0.03
C -4.771510 -0.229268 0.202823 -0.32 -0.16 0.09
C -5.834084 0.443788 0.812704 0.02 0.10 -0.05
C -7.085941 -0.132470 0.877186 -0.01 0.03 -0.02
C -7.312331 -1.392032 0.351361 0.02 -0.09 -0.04
H -8.294292 -1.837673 0.408951 -0.11 -0.05 0.00
H -7.894105 0.405006 1.352131 -0.05 0.05 0.05
H -5.675282 1.415433 1.255120 0.04 0.07 0.06
N -3.504232 0.350336 0.198255 0.31 0.04 0.08
C -3.357738 1.717097 -0.253856 0.07 0.32 0.15
H -4.235994 2.299876 0.017557 0.04 -0.03 -0.03
C -2.111142 2.336829 0.372008 -0.27 0.06 -0.22
N -0.949731 1.567516 -0.038630 -0.03 0.08 0.12
C -1.097146 0.200423 0.430022 -0.09 -0.26 -0.19
C -2.350505 -0.435326 -0.172097 0.20 -0.06 0.19
H -2.453608 -1.442219 0.234197 0.00 0.02 -0.07
H -2.231362 -0.496329 -1.266816 0.00 -0.07 0.04
H -0.222579 -0.378456 0.127920 -0.01 -0.02 0.03
H -1.173358 0.168148 1.530875 0.03 -0.01 -0.07
C 0.319308 2.164091 0.347381 0.27 -0.11 -0.26
H 0.206266 3.251082 0.330482 0.01 -0.01 0.01
C 1.382899 1.780419 -0.691526 0.13 -0.11 0.46
O 0.913849 2.071582 -1.984398 0.08 0.21 -0.21
H -0.041124 1.902562 -1.963113 0.01 -0.04 0.08
C 2.698639 2.543725 -0.473009 -0.41 0.01 -0.47
O 3.476782 1.999601 0.566428 0.09 -0.16 0.28
C 4.189522 0.859920 0.344785 0.20 -0.20 0.09
C 4.260301 0.170276 -0.862191 -0.18 0.31 0.05
C 5.038032 -0.970829 -0.966411 0.16 -0.13 0.18
C 5.744693 -1.430872 0.129587 -0.13 0.14 -0.09
C 5.682775 -0.755461 1.339497 -0.04 -0.01 -0.11
C 4.909398 0.381035 1.442090 -0.16 0.15 -0.14
H 4.848822 0.925303 2.370888 0.00 0.07 0.12
H 6.236856 -1.117818 2.190818 0.06 -0.04 0.07
Cl 6.711504 -2.859382 -0.008010 0.13 -0.19 -0.02
H 5.090386 -1.500923 -1.904448 0.02 -0.06 -0.07
H 3.717827 0.505070 -1.731561 -0.08 0.06 -0.07
H 3.248887 2.574442 -1.419585 -0.01 0.01 0.09
H 2.486918 3.571255 -0.166702 0.03 -0.07 -0.09
H 1.593526 0.700619 -0.608685 0.01 0.15 0.05
H 0.649278 1.863589 1.352268 -0.04 0.04 0.01
H -1.999891 3.364093 0.017288 0.01 -0.02 0.03
H -2.222955 2.349861 1.469291 -0.01 0.02 -0.05
H -3.248146 1.746071 -1.351676 -0.05 0.05 0.06
H -4.226874 -2.041636 -0.819515 0.10 -0.03 -0.05
H -6.502020 -4.191799 -0.002910 0.00 -0.09 -0.01
H -7.463584 -3.513813 -1.312491 -0.04 -0.06 -0.05
H -5.718526 -3.730366 -1.514697 0.02 -0.06 -0.06
```
Positions in Å, forces in eV/Å.

[2]
Formula: C20H25F12IN3O9P
Source: the OMol25 dataset
Level of theory: wB97M-V/def2-TZVPD

The calculation puts the calculated total energy at -3456.02692 Ha. The spin multiplicity is 1. The HOMO-LUMO gap is 8.91 eV.

XYZ file:
```
71
Properties=species:S:1:pos:R:3:forces:R:3
N -8.988619 3.996244 -3.564427 -0.04 1.11 3.35
C -8.969052 3.553172 -4.594899 0.07 -1.07 -4.61
C -8.973329 3.160093 -6.054966 -0.30 -0.12 0.49
N -9.336097 1.736491 -6.226045 -0.33 0.38 0.41
C -7.608518 3.555316 -6.713076 0.14 0.59 0.39
C -7.871143 3.961179 -8.132779 1.51 -1.74 5.18
N -8.170890 4.426580 -9.101721 -1.12 1.56 -4.02
P -6.314947 2.187686 -6.700026 0.04 -1.79 -0.63
O -6.233092 1.602972 -5.131595 -0.25 1.21 -0.78
I -4.228016 3.421917 -7.210230 -0.60 0.44 0.36
H -9.754299 3.754434 -6.567901 0.48 0.04 0.52
H -9.503043 1.348207 -5.299762 0.27 -0.19 -0.24
H -10.250390 1.704763 -6.673164 0.30 -0.13 -0.11
H -7.210437 4.429526 -6.165535 -0.25 -0.16 -0.44
H -6.110955 0.646256 -5.220294 0.03 0.17 0.03
C -1.584558 0.224328 -1.979411 0.11 0.19 -0.33
C -2.463202 -0.885377 -2.518746 0.22 0.03 0.69
O -2.896451 -0.608718 -3.864164 -0.16 -0.04 -0.52
C -1.985810 -0.790792 -4.819964 0.06 -0.17 1.05
O -0.863340 -1.160832 -4.644179 -0.01 0.00 -0.44
C -2.593483 -0.487663 -6.191151 -0.35 0.29 -1.23
F -3.243360 0.689757 -6.204093 0.20 -0.42 0.38
F -3.482498 -1.431599 -6.553426 0.10 -0.02 0.37
F -1.670060 -0.435759 -7.151033 0.09 -0.08 0.44
H -2.099251 1.184734 -2.046370 -0.08 -0.07 0.11
H -1.320330 0.034148 -0.942153 -0.17 -0.05 -0.18
H -0.663135 0.317964 -2.554845 0.00 -0.12 0.05
H -3.367186 -0.960511 -1.915457 -0.14 0.04 -0.30
H -1.964864 -1.855085 -2.474531 0.07 0.07 -0.23
C 2.760064 -3.769475 2.064516 -0.06 0.24 0.30
C 2.075884 -3.179765 0.847876 0.53 -0.59 -0.09
O 1.059401 -2.231898 1.226869 -0.36 0.46 0.05
C 1.497417 -1.041063 1.630230 0.56 -0.87 -0.39
O 2.643993 -0.710959 1.696296 -0.19 0.42 0.14
C 0.315891 -0.131030 1.971226 -1.08 0.91 0.54
F -0.579061 -0.731105 2.775204 0.31 -0.24 -0.16
F -0.354691 0.248042 0.866393 0.41 -0.24 0.10
F 0.695238 0.989413 2.591639 0.36 -0.34 -0.21
H 2.024120 -4.214666 2.736644 0.00 -0.11 -0.11
H 3.479572 -4.532239 1.767752 -0.05 0.00 -0.05
H 3.288379 -3.004403 2.633743 0.07 -0.02 -0.12
H 1.569680 -3.970640 0.295853 -0.27 0.22 0.05
H 2.790422 -2.717084 0.165374 -0.06 0.20 0.15
C 8.911008 0.608092 2.667208 0.17 -0.29 -0.19
C 7.435307 0.646427 2.325376 0.23 0.40 0.56
O 7.160220 -0.061805 1.102856 -0.17 -0.31 -0.39
C 7.163731 -1.390143 1.184884 0.12 0.75 0.76
O 7.373434 -2.021542 2.178391 -0.11 -0.36 -0.28
C 6.825849 -2.005594 -0.175251 -0.12 -0.54 -1.16
F 7.558080 -1.476057 -1.167981 0.00 0.14 0.34
F 5.533560 -1.808518 -0.489309 0.06 0.12 0.29
F 7.039537 -3.324032 -0.198567 0.02 0.23 0.38
H 9.504322 0.994031 1.836293 -0.06 0.13 0.06
H 9.113855 1.203841 3.556970 -0.06 0.04 -0.04
H 9.249628 -0.411073 2.853696 -0.09 0.03 0.10
H 7.125848 1.677114 2.157460 -0.10 -0.14 -0.28
H 6.820500 0.253162 3.136196 0.03 -0.20 -0.13
C 0.166380 0.369775 5.730384 0.31 -0.24 -0.04
C 0.181766 0.693846 7.210144 -0.42 0.37 -0.44
O 0.974185 -0.254349 7.947906 0.32 -0.24 0.31
C 2.295237 -0.115003 7.846324 -0.77 0.58 -0.40
O 2.853911 0.723026 7.202372 0.35 -0.18 0.19
C 3.006277 -1.166705 8.701880 0.61 -0.88 0.60
F 2.521912 -2.400591 8.485201 -0.11 0.28 -0.13
F 2.858768 -0.907084 10.012269 -0.16 0.20 -0.24
F 4.316576 -1.208479 8.451724 -0.27 0.26 -0.17
H -0.175817 -0.654106 5.568942 -0.15 0.07 0.04
H -0.489633 1.053164 5.192170 -0.03 -0.01 0.07
H 1.163955 0.442401 5.296767 -0.03 0.14 0.04
H -0.829408 0.625022 7.609458 0.15 -0.21 0.20
H 0.533552 1.709204 7.399026 0.22 -0.13 0.01
```
Positions in Å, forces in eV/Å.

[3]
Formula: C20H25F17N2O4
Source: the OMol25 dataset
Level of theory: wB97M-V/def2-TZVPD

The calculation puts the calculated total energy at -2885.27040 Ha. The spin multiplicity is 1. The HOMO-LUMO gap is 9.42 eV.

XYZ file:
```
68
Properties=species:S:1:pos:R:3:forces:R:3
C 2.766028 -1.753604 3.180168 -0.23 -0.45 0.23
C 3.352176 -3.078380 2.664666 0.39 0.61 0.17
N 3.647989 -3.205890 1.239556 -0.31 0.03 -0.28
C 2.519507 -2.965754 0.323880 0.48 0.09 0.24
C 1.316213 -3.847835 0.605949 -0.30 0.22 -0.37
C -0.055476 -3.176473 0.436491 -0.07 -1.35 1.62
C -0.174008 -1.675222 0.614596 -0.83 -0.92 -2.03
C -1.679784 -1.562967 0.730883 1.19 1.13 1.20
F -1.947386 -0.273404 1.164807 -0.70 -0.03 0.21
C -1.917686 -2.640893 1.782958 -0.96 0.20 0.90
O -2.720343 -2.613187 2.695813 0.74 -0.15 -1.18
N -0.974362 -3.660444 1.528665 -0.92 0.58 -0.27
C 4.781111 -2.419096 0.829439 1.50 -0.98 -0.36
C 4.621577 -0.934756 0.632276 0.05 -0.09 -0.06
O 5.854598 -2.954772 0.590317 -1.50 0.68 0.54
H 2.105667 -1.973808 4.008832 -0.24 -0.05 0.25
H 3.518914 -1.094813 3.579908 0.34 0.36 -0.10
H 2.170532 -1.227392 2.450500 -0.10 0.19 -0.29
H 2.715007 -3.883638 2.992419 -0.20 -0.37 -0.18
H 4.293434 -3.227775 3.175193 0.30 -0.25 0.16
H 2.265671 -1.906014 0.283757 -0.28 0.16 0.14
H 2.886552 -3.214746 -0.662424 0.18 0.05 -0.37
H 1.342656 -4.300079 1.583421 0.11 0.08 0.41
H 1.351653 -4.669126 -0.093804 0.06 -0.43 -0.11
H -0.511391 -3.563031 -0.466605 0.10 0.65 -0.74
H 0.169156 -1.220198 -0.302895 0.36 0.68 0.10
H 0.237535 -1.277682 1.524701 0.54 0.04 0.22
H -2.200129 -1.716607 -0.199810 -0.32 -0.30 -0.30
H -1.535936 -4.474618 1.297811 0.56 -0.48 0.33
H 4.218460 -0.744162 -0.352578 -0.15 0.02 -0.35
H 5.598738 -0.488592 0.670619 0.39 0.21 0.02
H 3.966960 -0.450916 1.340356 -0.20 0.00 0.24
C -4.868756 1.076695 1.840530 0.29 -0.22 0.48
C -5.175835 1.034816 0.330136 -0.48 0.03 0.35
C -4.722089 2.216382 -0.532912 0.17 -0.07 -0.20
F -5.332547 3.360910 -0.182127 -0.14 0.06 0.24
F -5.043457 1.957880 -1.824251 0.01 -0.03 0.03
F -6.489763 0.794590 0.139132 -0.04 0.14 -0.05
F -4.501656 -0.038227 -0.170603 0.20 -0.11 -0.05
O -5.927813 1.434830 2.724484 -0.28 0.32 -0.58
C -6.202375 2.725742 3.103235 0.38 -0.42 0.08
C -7.620233 3.143305 2.698753 -0.16 0.01 0.04
F -7.769984 3.099405 1.362960 0.12 0.02 -0.14
F -7.833708 4.414287 3.109749 0.01 -0.01 0.00
F -5.281408 3.606161 2.674349 -0.03 -0.05 -0.21
F -6.175382 2.756891 4.454805 0.01 0.04 0.13
H -4.659958 0.043277 2.111658 0.00 -0.05 -0.07
H -3.953382 1.625659 2.055250 -0.06 0.23 -0.14
H -3.638441 2.345175 -0.463330 0.00 -0.01 0.05
H -8.352922 2.481313 3.164004 0.04 -0.01 0.03
C 3.630823 2.876880 -4.575240 0.01 0.05 -0.59
C 4.193704 3.028280 -3.144761 -0.59 0.07 0.03
C 4.764209 1.791555 -2.442494 0.38 -0.04 0.08
F 3.821197 0.852449 -2.243079 -0.38 -0.09 -0.17
F 5.237706 2.153085 -1.227580 -0.04 0.09 -0.05
F 3.273506 3.617727 -2.354843 -0.06 -0.08 0.06
F 5.248061 3.883736 -3.248454 0.16 -0.01 -0.12
O 2.218470 2.801510 -4.759144 0.03 -0.23 0.76
C 1.501878 1.626575 -4.787725 0.37 0.32 -0.31
C 0.436211 1.585309 -3.684803 -0.20 0.03 -0.01
F 0.998635 1.651924 -2.465714 0.23 -0.05 0.12
F -0.238853 0.414188 -3.775068 0.05 0.04 0.00
F 2.283568 0.533741 -4.770256 0.15 0.05 0.25
F 0.826801 1.604291 -5.956663 -0.07 -0.02 -0.11
H 3.889989 3.818902 -5.054488 0.00 0.04 0.03
H 4.152073 2.100998 -5.134759 -0.02 -0.21 0.18
H 5.587691 1.357988 -3.016357 -0.04 0.03 -0.06
H -0.259597 2.417645 -3.804259 0.01 -0.01 -0.06
```
Positions in Å, forces in eV/Å.

[4]
Formula: C20H25F2N3O4
Source: the OMol25 dataset
Level of theory: wB97M-V/def2-TZVPD

The calculation puts the calculated total energy at -1441.79719 Ha. The spin multiplicity is 1. The HOMO-LUMO gap is 7.76 eV.

XYZ file:
```
54
Properties=species:S:1:pos:R:3:forces:R:3
C -4.373186 0.065972 -1.120971 -0.47 -0.27 -0.90
C -3.427124 1.400494 -1.222412 -0.65 -0.11 -0.40
C -3.079037 2.121874 0.206595 -0.41 2.04 -0.71
C -4.453676 2.624868 1.015969 -0.60 -1.29 0.57
C -4.369736 2.099145 2.599441 2.86 3.56 6.31
O -3.783104 2.834789 3.584042 -4.37 -5.49 -7.42
F -4.962726 0.797993 3.064124 1.60 3.81 -2.12
O -2.338838 1.292141 1.167376 2.79 -2.08 -2.83
C -1.158216 0.649656 0.574522 3.30 2.46 -3.11
O -0.339086 1.202262 -0.347628 -5.60 -3.11 5.74
C -0.736617 -0.849325 1.109725 -1.12 0.56 -0.29
C -1.975136 -1.748974 1.690919 1.16 -7.10 3.74
O -1.631718 -2.910651 2.314099 -3.03 8.53 -4.58
F -3.421895 -1.463443 1.563841 4.70 -0.36 0.09
H -3.774319 -0.936302 -0.918236 -1.27 2.29 -0.15
H -4.859256 -0.075906 -2.201708 1.05 0.30 2.35
H -5.284696 0.178269 -0.368507 2.15 -0.31 -1.47
H -4.035115 2.192568 -1.871087 1.42 -1.50 1.53
H -2.470479 1.113949 -1.861132 -1.87 0.87 1.63
H -2.446929 3.117899 0.024937 -1.29 -2.31 0.21
H -4.566741 3.789828 1.026324 0.51 -2.37 0.28
H -5.439304 2.187459 0.526305 2.21 0.74 1.06
H 0.100144 -0.822301 1.947178 -1.96 0.03 -1.64
H -0.269845 -1.412703 0.173819 -1.21 1.22 2.05
N 2.567167 -3.726880 2.015473 0.05 0.02 0.03
C 1.232808 -3.760617 2.326737 -0.07 -0.02 -0.07
C 1.106122 -3.546312 3.681072 -0.27 0.01 -0.25
C 2.409628 -3.371295 4.204028 0.40 0.01 -0.11
C 3.292162 -3.484793 3.153226 0.13 -0.01 0.07
H 2.956000 -3.858982 1.090816 -0.07 0.09 0.40
H 0.489767 -3.935341 1.560202 0.11 -0.01 0.23
H 0.175347 -3.517805 4.232591 0.15 -0.01 -0.16
H 2.675836 -3.182128 5.235935 -0.03 -0.04 -0.19
H 4.371202 -3.415505 3.118036 -0.19 0.00 0.02
N 5.034300 -3.486029 -1.290209 0.00 -0.11 0.05
C 6.402537 -3.405727 -1.294007 0.11 0.02 -0.02
C 6.756404 -2.149657 -0.854385 0.14 -0.36 -0.12
C 5.559543 -1.449808 -0.569822 -0.41 0.01 0.05
C 4.511723 -2.299665 -0.845058 -0.04 0.14 0.05
H 4.494667 -4.294472 -1.571010 0.25 0.31 0.07
H 7.005571 -4.246437 -1.609869 -0.08 0.17 0.06
H 7.767379 -1.778025 -0.748795 -0.18 -0.08 -0.02
H 5.471492 -0.435345 -0.202951 -0.01 -0.19 -0.06
H 3.441816 -2.161664 -0.763715 0.17 0.06 -0.05
N -0.083110 3.854206 -2.426380 -0.06 0.05 -0.01
C -0.233492 5.212148 -2.535546 0.02 0.02 -0.03
C -0.706532 5.487785 -3.799056 0.06 0.22 0.31
C -0.852158 4.252081 -4.473644 -0.01 -0.37 -0.02
C -0.462951 3.260030 -3.601700 0.00 -0.02 0.01
H 0.254406 3.366744 -1.606565 -0.18 0.04 -0.25
H 0.009826 5.864430 -1.707573 -0.03 -0.08 -0.17
H -0.924430 6.472385 -4.192007 0.04 -0.16 0.08
H -1.203757 4.101986 -5.486232 0.07 0.01 0.17
H -0.422637 2.185127 -3.717129 0.02 0.19 0.00
```
Positions in Å, forces in eV/Å.